No. 1
This record from the OMol25 dataset describes a cluster of 11 separate species, C32H66O21S6 in total at a distorted geometry. The level of theory is wB97M-V/def2-TZVPD.

Output
Electronic energy ... -142251.51017 eV
Gap between HOMO and LUMO ... 8.6523 eV
E_HOMO ... -8.7167 eV
Relative energy (zero: lowest compared OMol25 entry of this formula, charge and spin) ... 701.23 kJ/mol
Max |F| ... 5.3 eV Å⁻¹

```
! RIJCOSX wB97M-V def2-TZVPD def2/J DEFGRID3
* xyz 0 1
C -9.57160 27.20533 32.52872
C -10.56119 28.26806 32.13472
C -11.95057 27.86271 32.46812
O -12.23675 28.42844 33.83692
C -11.23483 29.27396 34.09320
O -11.20522 30.04892 35.01852
O -10.35069 29.37651 33.04264
H -9.90106 26.63545 33.39751
H -8.56678 27.61678 32.62442
H -9.51296 26.36511 31.83685
H -10.52031 28.53009 31.07748
H -11.96956 26.77292 32.45842
H -12.57407 28.13640 31.61698
C -23.45019 29.96576 18.43470
C -23.42510 31.39153 17.89518
C -24.10796 31.80426 16.65122
O -24.90461 32.82793 16.94478
C -25.00341 32.95792 18.31287
O -25.60970 33.82816 18.89627
O -24.17386 32.04806 18.87690
H -22.72212 29.85107 19.23773
H -22.97506 29.33812 17.68077
H -24.27424 29.58885 19.04048
H -22.42652 31.82684 17.85717
H -24.76168 31.00856 16.29398
H -23.48383 32.14849 15.82656
C -6.51210 31.62957 17.12106
C -6.25198 30.60192 18.12235
C -6.17640 30.89244 19.57338
O -7.22821 30.11469 20.08477
C -7.81983 29.39679 19.17989
O -8.69894 28.66065 19.47762
O -7.31119 29.67566 17.92433
H -5.68157 32.33437 17.08139
H -7.28871 32.33985 17.40475
H -6.59585 31.28999 16.08870
H -5.39885 30.07197 17.69876
H -6.34175 31.95977 19.72025
H -5.17031 30.71848 19.95498
C -14.44417 31.32990 13.97980
C -15.20782 30.78710 15.20786
C -14.75292 29.53223 15.87085
O -14.77571 29.83032 17.22457
C -15.15601 31.08733 17.42226
O -15.26115 31.55628 18.53125
O -15.25572 31.67387 16.27090
H -14.49851 30.67345 13.11135
H -13.40931 31.38905 14.31697
H -14.54676 32.40530 13.83455
H -16.28541 30.83774 15.05187
H -13.80966 29.30699 15.37323
H -15.51851 28.77327 15.70978
C -12.79977 21.98604 14.81608
C -12.88915 21.38275 16.23660
C -12.42032 22.41102 17.21976
O -13.29252 21.99074 18.26416
C -14.39518 21.61307 17.70720
O -15.44216 21.51599 18.24563
O -14.18567 21.17045 16.50125
H -11.77156 22.10785 14.47541
H -13.29119 22.91704 14.53350
H -13.26874 21.21472 14.20515
H -12.43592 20.39479 16.31797
H -12.44237 23.46240 16.93305
H -11.44269 22.15099 17.62561
C -17.04930 33.25023 33.02305
S -17.66045 34.31148 34.45540
O -19.16922 34.75939 34.27990
C -17.50989 33.01472 35.86804
H -15.96197 33.25312 33.09923
H -17.29137 33.66394 32.04410
H -17.48097 32.25142 33.08769
H -17.66850 33.42034 36.86725
H -16.52300 32.55206 35.85806
H -18.23907 32.20755 35.79812
C -18.02331 27.21874 24.51233
S -16.50546 26.98531 25.59022
O -16.44595 28.19644 26.48806
C -15.18852 27.23078 24.34240
H -18.76921 27.61255 25.20273
H -18.29987 26.20847 24.21074
H -17.78017 27.85952 23.66475
H -14.26292 27.58916 24.79289
H -15.47313 28.06043 23.69528
H -15.04405 26.49478 23.55149
C -10.69972 20.49955 25.37812
S -12.19061 19.37673 25.12033
O -11.85887 18.09425 25.87680
C -13.52715 20.23968 26.06432
H -10.69577 21.00926 26.34159
H -10.30074 21.03250 24.51505
H -9.83543 19.84308 25.47886
H -13.67528 21.26474 25.72458
H -13.44754 20.44465 27.13191
H -14.39268 19.65744 25.74819
C -10.55765 33.68536 24.96351
S -11.38030 33.63506 26.66250
O -10.89894 34.98846 27.15496
C -13.10885 33.90304 25.97115
H -10.73054 34.52719 24.29305
H -10.65048 32.63676 24.68079
H -9.47911 33.74027 25.11125
H -13.72398 34.32549 26.76568
H -13.45760 32.99903 25.47194
H -12.90671 34.69588 25.25097
C -21.30204 26.14551 31.33735
S -22.86498 25.72470 32.26838
O -22.68558 24.24186 32.42886
C -22.25457 26.37808 33.87218
H -21.02775 27.19478 31.44642
H -21.48022 26.01881 30.26950
H -20.62981 25.38065 31.72618
H -21.23309 25.99782 33.86357
H -22.77107 25.89803 34.70338
H -22.36411 27.46018 33.94395
C -22.66300 19.70290 19.93100
S -24.07817 20.74659 19.54754
O -24.90530 20.92955 20.84243
C -23.42372 22.44610 19.28980
H -21.79889 19.74248 19.26778
H -23.01891 18.67407 19.98534
H -22.20420 20.05579 20.85462
H -22.72269 22.50547 18.45725
H -22.97034 22.86828 20.18664
H -24.28158 23.07284 19.04614
*
```

No. 2
This record from the OMol25 dataset describes a structure of composition C32H67BClF2LiN5NaO15P2S3 at a distorted geometry. The level of theory is wB97M-V/def2-TZVPD.

Output
Electronic energy ... -146753.29049 eV
Gap between HOMO and LUMO ... 1.2479 eV
E_HOMO ... -4.2719 eV
Max |F| ... 5.0 eV Å⁻¹

```
! RIJCOSX wB97M-V def2-TZVPD def2/J DEFGRID3
* xyz 0 1
C -6.47229 -2.65246 -0.54707
C -5.90793 -1.88924 0.70320
N -5.12879 -0.67335 0.29571
C -4.74944 0.06009 1.53771
C -3.21230 0.34489 1.72296
C -2.20140 -0.55151 0.92583
C -2.17620 -0.38791 -0.63294
C -2.91748 0.81679 -1.26693
S -1.76705 2.15014 -1.88443
C -2.52548 3.62806 -1.19106
N -2.49025 4.86195 -1.69698
N -3.23513 5.58398 -0.83734
C -3.69767 4.85312 0.17328
O -3.22256 3.57915 -0.03553
O -0.88353 -0.35014 1.51150
C -0.38997 0.97969 1.34766
C -0.27627 1.76553 2.72363
C 0.70945 2.98438 2.50854
F -1.49211 2.34802 3.10998
P 1.42571 0.80827 0.76809
C 2.31132 0.02474 2.25441
C 1.58738 -0.49174 -0.56535
C 1.67644 0.26231 -1.94765
C -2.39330 -2.14961 1.14853
O -1.18853 -2.69272 0.66575
C -1.00097 -4.07465 0.75555
S -0.15100 -4.63847 2.34348
C 0.05910 -4.41084 -0.37667
C -0.32856 -3.78202 -1.78209
C 0.91332 -3.98007 -2.77874
O 0.69305 -3.10792 -3.86896
C 0.56502 -3.82158 -5.10495
B -2.24091 -5.05273 0.40697
O -2.36001 -6.30686 1.05506
O -3.12499 -4.65585 -0.54720
P -2.82963 -2.51992 2.91902
S -1.47531 -1.99802 4.24180
C -6.11194 0.09419 -0.51033
C -7.48128 0.58139 0.03647
O -5.87616 0.32684 -1.65276
H -5.69794 -2.61660 -1.34780
H -6.61758 -3.73018 -0.31283
H -7.44061 -2.24960 -0.90511
H -5.25530 -2.62243 1.24573
H -6.75061 -1.65030 1.39127
H -5.26171 1.05431 1.50311
H -5.24392 -0.45729 2.39850
H -2.97041 0.32839 2.83231
H -3.04577 1.40907 1.43491
H -2.56167 -1.31487 -1.12041
H -1.10778 -0.32955 -0.96405
H -3.71859 1.29094 -0.67985
H -3.41420 0.44918 -2.19257
H -4.33157 5.09509 1.03111
H -0.98189 1.64854 0.68680
H 0.12988 1.11350 3.52755
H 1.74943 2.75696 2.80763
H 0.60430 3.41876 1.49607
H 0.35226 3.77479 3.21674
H 1.71310 -0.87280 2.53842
H 3.26589 -0.37004 1.83148
H 2.46677 0.73476 3.08501
H 2.57265 -0.99571 -0.43198
H 0.79064 -1.26981 -0.56660
H 2.36425 1.13412 -1.84165
H 2.09654 -0.37823 -2.75587
H 0.70094 0.67145 -2.28129
H -3.30161 -2.37602 0.53591
H 0.73132 -5.62241 1.99548
H 1.08315 -4.02874 -0.01323
H 0.12229 -5.52879 -0.42842
H -1.16330 -4.37936 -2.20624
H -0.51339 -2.69518 -1.72007
H 1.00933 -5.05320 -3.11283
H 1.89388 -3.63789 -2.27728
H -0.20404 -4.62389 -5.05558
H 1.54439 -4.20995 -5.46860
H 0.20557 -3.09030 -5.86297
H -2.90692 -6.19949 1.84775
H -3.96941 -5.11593 -0.35099
H -2.95819 -3.94256 3.03174
H -4.08295 -1.99567 3.34895
H -7.77480 0.14963 1.01163
H -8.23890 0.41809 -0.75883
H -7.41773 1.68616 0.17898
C 5.07259 2.09752 1.57383
O 4.89217 1.84738 0.39804
N 6.13965 1.68357 2.29578
C 6.30311 2.01145 3.69990
C 7.14761 0.88732 1.62957
H 4.35791 2.70095 2.15694
H 7.23005 2.57364 3.83384
H 6.35182 1.08889 4.28250
H 5.46799 2.61277 4.05524
H 7.55571 1.45510 0.79477
H 6.68639 -0.02251 1.23774
H 7.94833 0.62346 2.31848
C -6.57509 6.07266 -1.59706
C -7.88462 5.29727 -1.82376
O -8.52830 5.00397 -0.78756
O -8.15081 5.04962 -3.02198
H -6.39394 6.26255 -0.53576
H -5.73104 5.50219 -1.99040
H -6.62538 7.03530 -2.11131
Li 2.04126 -4.88207 -1.21979
F -4.41268 -5.20476 -2.12091
C 10.26800 1.68042 -4.10334
C 10.33305 0.53583 -3.10455
C 9.08598 0.41785 -2.22610
O 9.10635 1.42917 -1.23252
C 8.26526 2.55779 -1.52544
N 11.49033 0.78355 -2.17686
H 10.30680 2.65654 -3.61629
H 11.10738 1.63150 -4.80108
H 9.35008 1.62699 -4.68769
H 10.52900 -0.40193 -3.62669
H 9.12501 -0.53647 -1.68960
H 8.16725 0.41697 -2.81415
H 7.39936 2.28614 -2.12930
H 8.85270 3.32308 -2.03664
H 7.91675 2.97221 -0.58195
H 12.33167 1.11123 -2.65417
H 11.72223 -0.04697 -1.62763
H 11.18895 1.50000 -1.49734
O -7.03509 0.01359 5.35481
Cl -7.01775 1.12528 4.41967
O -5.63994 1.56364 4.25632
O -7.81026 2.20539 4.92468
O -7.52750 0.68842 3.14152
Na -3.50644 -0.87940 4.71605
*
```

> What is the formula in the second record?

C32H67BClF2LiN5NaO15P2S3